No. 1
Computed, not measured: a 2-piece molecular cluster, C5H9NO overall at a distorted geometry, with ωB97M-V/def2-TZVPD.

Last column: Löwdin charge in e.
Atoms and positions in Å:
C: 1.55530 0.87717 -1.16891  -0.070
N: 1.42834 -0.12729 -0.03345  0.038
C: 0.46904 -0.83875 0.26211  -0.553
C: 0.73998 -1.68666 1.44320  -0.031
O: -0.58995 -1.11012 -0.58396  0.033
H: 2.52801 1.43518 -1.21204  0.073
H: 1.44149 0.31349 -2.08330  0.060
H: 0.71441 1.62583 -0.99402  0.079
H: 1.74258 -1.62702 1.68826  0.051
H: 0.45793 -2.76645 1.40635  0.097
H: 0.18845 -1.26256 2.30783  0.092
H: -1.26990 -1.50035 -0.02820  0.098
C: -2.78795 1.98448 -0.54794  0.022
C: -1.95884 1.38163 0.08728  -0.002
H: -3.41247 2.60472 -1.09010  -0.004
H: -1.24643 0.69670 0.54690  0.016

Values from the calculation:
HOMO energy: -0.3419 hartree
Maximum force: 4.58 eV/A
Energy: -8864.992 eV
Orbital gap: 0.370 Eh
Total charge: 0

No. 2
Computed, not measured: C16H15BCl4N2O as an isolated structure at a distorted geometry, with ωB97M-V/def2-TZVPD.

Last column: Löwdin charge in e.
Atoms and positions in Å:
Cl: 2.98720 -3.20648 2.61454  0.487
B: 1.55427 -2.36393 1.81695  -1.811
Cl: 1.42081 -3.26795 0.17158  0.487
Cl: -0.01519 -2.39453 2.85782  0.489
O: 1.69522 -0.84913 1.62296  -0.127
C: 1.26740 -0.22147 0.56481  -0.204
C: 2.32063 0.29747 -0.32834  -0.147
C: 2.02179 0.39556 -1.70906  -0.001
C: 2.95472 0.88028 -2.63944  -0.098
C: 4.24759 1.20277 -2.25329  -0.694
Cl: 5.36594 1.80058 -3.40087  0.703
C: 4.60656 0.97161 -0.91827  -0.083
C: 3.67909 0.48926 0.02113  0.016
H: 0.35929 -0.68440 0.02340  0.098
H: 0.98778 0.19266 -2.02038  0.124
H: 2.68922 1.05481 -3.67508  0.103
H: 5.64075 1.19829 -0.62478  0.112
H: 4.02707 0.37542 1.04552  0.126
C: -3.77269 -1.71521 -2.06509  -0.067
C: -4.14744 -0.39114 -1.84594  -0.074
C: -3.44240 0.39779 -0.93240  -0.031
C: -2.37570 -0.17682 -0.21500  -0.134
C: -1.64831 0.66339 0.74949  -0.243
N: -0.36171 0.69955 1.09060  0.076
C: -0.27251 1.38761 2.37846  -0.132
C: -1.61354 2.10152 2.54546  -0.137
N: -2.36191 1.52534 1.47266  0.069
C: -1.98913 -1.51510 -0.42859  -0.009
C: -2.70075 -2.27694 -1.35554  -0.047
H: -4.32793 -2.32573 -2.76776  0.106
H: -4.99390 0.04031 -2.37452  0.107
H: -3.67459 1.45909 -0.82811  0.113
H: -0.16575 0.61867 3.16971  0.114
H: 0.57872 2.07376 2.36820  0.127
H: -2.09229 1.88168 3.50819  0.123
H: -1.59701 3.19130 2.48030  0.117
H: -3.33851 1.73508 1.25852  0.155
H: -1.11472 -1.93188 0.10428  0.071
H: -2.39807 -3.31312 -1.48210  0.115

Values from the calculation:
HOMO energy: -0.3390 hartree
Maximum force: 4.74 eV/A
Energy: -72631.601 eV
Orbital gap: 0.327 Eh
Total charge: 0

No. 3
Computed, not measured: one molecule with the formula C9H16N2O3 at a distorted geometry, with ωB97M-V/def2-TZVPD.

Last column: Löwdin charge in e.
Atoms and positions in Å:
C: -3.47183 0.99299 0.58160  -0.027
C: -2.36090 0.10870 1.40176  -0.282
O: -1.69580 0.74388 2.40544  -0.050
O: -2.03350 -1.30977 1.18913  -0.083
C: -1.68251 -1.60187 -0.20935  -0.192
C: -0.07556 -1.63207 -0.53322  -0.108
C: 0.75550 -0.30037 -0.06045  -0.218
C: 2.26921 -0.67939 0.50170  -0.364
N: 2.41524 -1.82448 1.47940  0.017
N: 2.77734 0.70911 0.89685  0.038
C: 2.39925 1.56678 -0.32469  -0.234
O: 2.88205 2.74900 -0.71695  -0.025
C: 1.22034 0.78881 -1.20563  -0.213
C: -0.13915 1.73477 -1.39479  -0.070
H: -3.01352 1.17511 -0.50477  0.073
H: -4.49427 0.43177 0.39479  0.104
H: -3.60778 2.07157 1.04316  0.110
H: -2.19116 -0.91104 -1.00552  0.112
H: -2.08659 -2.70256 -0.42816  0.144
H: 0.37600 -2.65514 -0.14754  0.118
H: 0.02289 -1.68085 -1.72148  0.133
H: 0.35063 0.37920 0.80215  0.135
H: 2.87075 -0.89671 -0.49153  0.153
H: 2.48499 -2.71637 0.90516  0.082
H: 3.38669 -1.74056 1.90572  0.090
H: 2.21102 1.08732 1.69496  0.131
H: 1.67305 0.35194 -2.19868  0.156
H: -0.27971 2.29048 -0.35995  0.106
H: 0.05726 2.49331 -2.27824  0.096
H: -1.01990 0.97644 -1.62087  0.068

Values from the calculation:
HOMO energy: -0.3522 hartree
Maximum force: 8.83 eV/A
Energy: -18709.206 eV
Orbital gap: 0.368 Eh
Total charge: 0

No. 4
Computed, not measured: C29H30N5O2SbTi as an isolated structure, with ωB97M-V/def2-TZVPD.

Last column: Löwdin charge in e.
Atoms and positions in Å:
Ti: 0.66330 -0.02818 -0.83898  0.720
O: 0.48129 1.86354 -0.39198  -0.201
C: 0.63782 2.62547 0.65135  -0.367
C: 0.04113 3.90595 0.69543  -0.017
C: 0.18341 4.71591 1.79699  -0.095
C: 0.93339 4.30078 2.90772  -0.109
C: 1.52805 3.06271 2.88090  -0.057
C: 1.39121 2.20275 1.77604  -0.170
C: 2.02480 0.91001 1.81764  -0.094
N: 1.89235 -0.01656 0.92693  -0.084
C: 2.64390 -1.25046 1.11460  -0.208
C: 1.76438 -2.39196 0.65024  -0.210
N: 1.14344 -2.01671 -0.61361  -0.126
C: 0.76649 -3.03173 -1.37345  -0.119
C: 0.03532 -2.92849 -2.59244  -0.182
C: -0.22201 -4.09132 -3.35299  -0.053
C: -0.91601 -4.04457 -4.53590  -0.109
C: -1.39308 -2.81569 -5.01163  -0.093
C: -1.16537 -1.66103 -4.29483  -0.023
C: -0.45385 -1.69144 -3.08617  -0.362
O: -0.24124 -0.57162 -2.41837  -0.241
H: -0.53002 4.22178 -0.16841  0.114
H: -0.28680 5.69201 1.80354  0.100
H: 1.04564 4.94786 3.76669  0.095
H: 2.11640 2.72499 3.72751  0.109
H: 2.66596 0.72161 2.68317  0.124
H: 2.94658 -1.37933 2.15919  0.117
H: 3.54625 -1.20479 0.49767  0.109
H: 0.98725 -2.57560 1.40202  0.123
H: 2.35199 -3.31063 0.54878  0.117
H: 1.04691 -4.03832 -1.05947  0.118
H: 0.15153 -5.04016 -2.98245  0.108
H: -1.09337 -4.95169 -5.09850  0.095
H: -1.94231 -2.77133 -5.94345  0.098
H: -1.52695 -0.70157 -4.64292  0.115
C: 4.96200 0.41388 -2.12290  -0.324
Sb: 2.88610 0.34427 -2.64808  1.363
C: 2.98225 -1.34323 -3.94621  -0.299
C: 2.95055 1.85875 -4.15602  -0.318
H: 5.57214 0.42429 -3.02571  0.004
H: 5.22453 -0.46047 -1.52768  -0.006
H: 5.17127 1.30872 -1.53807  0.001
H: 3.82668 -1.24631 -4.62790  0.009
H: 2.05442 -1.41334 -4.51368  0.006
H: 3.08603 -2.25300 -3.35556  0.005
H: 3.76362 1.65974 -4.85373  0.004
H: 3.09680 2.83526 -3.69675  0.001
H: 2.00415 1.86596 -4.69483  0.003
N: -6.08983 2.18483 7.24564  0.160
C: -5.52423 1.78542 6.32891  -0.181
C: -4.81711 1.28451 5.18210  -0.230
C: -4.91775 -0.06059 4.83668  -0.015
C: -4.22987 -0.54570 3.74024  0.002
C: -3.45401 0.31748 2.97702  -0.175
C: -3.35793 1.66454 3.30997  0.012
C: -4.03159 2.14395 4.41745  -0.009
N: -2.74807 -0.17563 1.85588  -0.014
C: -3.12856 -1.19260 1.00078  -0.027
C: -2.13768 -1.29851 0.07836  -0.074
N: -1.15433 -0.37145 0.35328  0.008
C: -1.54535 0.28116 1.41932  -0.096
H: -5.52356 -0.72463 5.43740  0.124
H: -4.27893 -1.59607 3.48790  0.117
H: -2.77248 2.33761 2.69768  0.120
H: -3.96205 3.18909 4.68508  0.126
H: -4.06767 -1.70503 1.10405  0.121
H: -2.06092 -1.95812 -0.77012  0.111
H: -0.99640 1.06299 1.91869  0.131

Values from the calculation:
HOMO energy (spin up / spin down): -0.1917 / -0.1870 hartree
Maximum force: 0.71 eV/A
Energy: -71760.491 eV
Orbital gap (spin up / spin down): 0.187 / 0.182 Eh
Total charge: 0

No. 5
Computed, not measured: one molecule with the formula C24H19N3O6S at a distorted geometry, with ωB97M-V/def2-TZVPD.

Last column: Löwdin charge in e.
Atoms and positions in Å:
O: -3.05760 2.38410 -0.59345  0.114
C: -2.61111 1.26609 -0.51512  -0.422
N: -2.66084 0.62067 0.70146  0.130
C: -2.35202 -0.63498 1.14511  -0.549
N: -2.57811 -0.96371 2.36694  0.116
C: -2.21578 -2.24455 2.65954  -0.227
C: -2.41335 -2.66177 4.02098  -0.212
C: -3.05459 -1.97472 5.02711  -0.005
C: -2.96534 -2.78795 6.17373  -0.054
C: -2.27817 -3.90125 5.78917  -0.104
O: -1.94116 -3.83231 4.49517  0.050
C: -1.68485 -2.95074 1.59404  -0.346
C: -1.22918 -4.29904 1.45161  -0.299
C: -0.57165 -4.87813 0.38704  -0.038
C: -0.36805 -6.22724 0.73697  -0.056
C: -0.91409 -6.37671 1.97714  -0.104
O: -1.43570 -5.22246 2.41283  0.050
S: -1.63786 -1.92198 0.18274  1.155
C: -1.97354 0.52090 -1.67405  -0.217
C: -2.17270 1.28366 -2.98074  -0.022
C: -0.88768 2.07058 -3.18746  -0.418
O: -0.71839 2.92372 -4.02246  0.092
N: 0.03234 1.61551 -2.28614  0.022
C: 1.34471 2.08827 -2.13395  -0.179
C: 2.31956 1.28082 -1.54720  -0.024
C: 3.60305 1.75697 -1.36904  0.006
C: 3.95121 3.03497 -1.78111  -0.205
C: 2.98665 3.83346 -2.40324  -0.186
C: 1.69089 3.36485 -2.56021  0.088
O: 3.27720 5.08860 -2.86830  -0.017
C: 4.66038 5.33966 -2.97005  -0.149
C: 5.37651 4.86743 -1.70529  -0.152
O: 5.23420 3.47242 -1.55819  -0.029
C: -0.44199 0.49018 -1.50951  -0.134
H: -3.07578 1.18867 1.43644  0.167
H: -3.52144 -1.01708 4.93308  0.108
H: -3.35595 -2.57673 7.14782  0.101
H: -1.97703 -4.77872 6.32656  0.122
H: -0.27687 -4.38888 -0.51919  0.098
H: 0.11588 -6.97979 0.14944  0.102
H: -0.99186 -7.22423 2.62864  0.123
H: -2.38875 -0.48753 -1.71826  0.101
H: -2.32062 0.61693 -3.83039  0.134
H: -3.01319 1.97558 -2.92992  0.129
H: 2.09083 0.27787 -1.22647  0.102
H: 4.36036 1.14518 -0.90580  0.121
H: 0.97037 4.00591 -3.03695  0.122
H: 4.77106 6.41576 -3.11074  0.133
H: 5.07513 4.80912 -3.83838  0.140
H: 6.44800 5.06631 -1.75684  0.132
H: 4.94655 5.38204 -0.83466  0.139
H: -0.13041 0.59509 -0.46652  0.127
H: -0.03928 -0.45080 -1.90389  0.123

Values from the calculation:
HOMO energy: -0.2772 hartree
Maximum force: 1.60 eV/A
Energy: -52786.261 eV
Orbital gap: 0.274 Eh
Total charge: 0

No. 6
Computed, not measured: C13H18Cl2CoN2O2P as an isolated structure at a distorted geometry, with ωB97M-V/def2-TZVPD.

Last column: Löwdin spin population.
Atoms and positions in Å:
C: -0.46359 -2.87931 -3.27585  0.085
C: -0.80865 -1.87527 -2.27480  0.357
H: -1.42248 -3.28868 -3.62244  0.013
H: 0.14528 -3.79596 -3.05824  0.000
H: 0.01936 -2.50271 -4.19578  0.000
O: -1.79863 -1.61916 -1.63868  0.392
Cl: 2.09752 -1.38624 -1.53958  0.276
Co: 0.13160 -0.35400 -0.99073  1.951
P: 0.16968 1.83463 -1.73826  0.023
C: -1.31721 2.90545 -1.57030  0.004
C: 1.47790 3.11131 -1.53196  0.005
H: 1.13293 0.88827 -3.73677  0.000
H: 0.17889 2.37578 -4.08780  0.002
H: -0.65433 0.81481 -3.77731  0.003
C: 0.21037 1.43936 -3.51671  0.014
H: 2.45772 2.62297 -1.58845  -0.001
H: 1.39936 3.89732 -2.29799  0.001
H: -1.29752 3.72336 -2.30757  0.001
H: -1.32649 3.33835 -0.55898  0.000
H: 1.38666 3.56540 -0.53626  0.002
H: -2.23547 2.32025 -1.70583  0.000
C: -1.47237 0.16486 -0.27570  -0.014
O: -2.56557 0.26372 0.13243  -0.016
Cl: 2.07210 0.79244 0.41157  0.777
N: 0.07615 -2.92469 2.50210  0.002
C: 0.05201 -2.54129 1.20655  0.004
N: 0.05141 -1.22899 1.10859  0.050
C: 0.05619 -0.69579 2.40441  0.009
C: 0.16077 0.60805 2.91190  0.023
C: 0.26706 0.77602 4.30848  0.009
C: 0.27863 -0.32559 5.17561  0.003
C: 0.20080 -1.63765 4.68367  0.018
C: 0.08524 -1.78805 3.30140  0.001
H: 0.09139 -3.90336 2.81218  0.000
H: 0.05673 -3.23006 0.36694  0.001
H: 0.19639 1.43528 2.21717  0.005
H: 0.33929 1.78105 4.72103  0.000
H: 0.35241 -0.15299 6.25161  0.000
H: 0.21847 -2.52889 5.31035  0.001

Values from the calculation:
HOMO energy (spin up / spin down): -0.5461 / -0.5416 hartree
Maximum force: 6.68 eV/A
Multiplicity: 5
Energy: -92789.609 eV
Orbital gap (spin up / spin down): 0.180 / 0.161 Eh
Total charge: +2

No. 7
Computed, not measured: a 3-piece molecular cluster, C17H27BN3O9S2 overall at a distorted geometry, with ωB97M-V/def2-TZVPD.

Last column: Löwdin charge in e.
Atoms and positions in Å:
N: 1.46623 0.90046 0.25454  0.159
B: 0.52233 -0.19958 -0.00200  -0.507
O: -0.78998 0.16179 -0.40624  0.084
C: 0.86968 -1.76378 0.10490  0.036
C: 1.70691 -2.35671 -0.80282  -0.061
C: 2.37432 -1.53694 -1.94113  -0.110
C: 3.43369 -2.32841 -2.79318  -0.098
C: 4.63046 -1.45067 -3.27628  -0.468
N: 5.38055 -2.00432 -4.39802  0.083
O: 4.94736 -0.37867 -2.81741  0.065
C: 1.91051 -3.89089 -0.60186  -0.250
O: 2.10292 -4.66822 -1.50570  0.110
C: 1.81482 -4.47793 0.84776  0.012
C: 2.67247 -5.75282 1.11977  -0.684
O: 3.90114 -5.69157 0.93089  -0.040
O: 2.10355 -6.82258 1.53553  -0.078
C: 1.00477 -3.86938 1.75488  -0.103
C: 0.86126 -4.46406 3.17542  -0.126
C: 0.84103 -3.39320 4.33346  -0.103
C: 1.94454 -2.29970 4.23714  -0.497
N: 3.21637 -2.48682 3.62798  0.149
O: 1.71439 -1.21479 4.75293  0.011
C: 0.24384 -2.61998 1.25726  -0.258
O: -0.83278 -2.29089 1.71177  0.101
H: 2.42561 0.67875 -0.00682  0.053
H: 1.40674 1.26306 1.20481  0.078
H: -1.40564 -0.04140 0.32787  0.076
H: 1.56579 -1.21189 -2.65348  0.138
H: 2.85850 -0.60014 -1.57591  0.099
H: 3.88857 -3.19807 -2.24442  0.131
H: 2.91358 -2.66991 -3.72696  0.125
H: 6.05752 -2.69472 -4.07260  0.086
H: 5.82083 -1.25710 -4.93068  0.075
H: 1.61554 -5.24146 3.43190  0.116
H: -0.13838 -4.98392 3.20357  0.132
H: 1.03438 -3.95839 5.29097  0.122
H: -0.17400 -2.94097 4.47294  0.119
H: 3.22544 -3.31552 3.02823  0.079
H: 3.40146 -1.63760 3.08916  0.100
C: -4.56816 3.45418 0.67615  -0.287
S: -3.02297 2.56663 0.94356  0.821
O: -3.37087 1.18297 1.37871  -0.543
C: -2.53329 3.48778 2.41440  -0.268
H: -5.07222 3.01621 -0.18345  0.047
H: -5.20682 3.36275 1.55733  0.054
H: -4.35503 4.50283 0.47249  0.031
H: -3.30066 3.39485 3.18466  0.054
H: -2.38589 4.53663 2.15350  0.050
H: -1.59670 3.07137 2.78352  0.048
C: -5.96638 6.43181 -2.61614  -0.273
S: -4.60149 5.37137 -3.12882  0.818
O: -3.87238 4.95916 -1.89879  -0.552
C: -3.63676 6.67509 -3.91508  -0.272
H: -6.68249 5.82542 -2.06265  0.049
H: -5.59496 7.23202 -1.97419  0.057
H: -6.45253 6.85127 -3.49802  0.050
H: -3.41235 7.45951 -3.19092  0.057
H: -4.19771 7.08659 -4.75531  0.051
H: -2.70669 6.24048 -4.27912  0.051

Values from the calculation:
HOMO energy: -0.1745 hartree
Maximum force: 3.06 eV/A
Energy: -63312.886 eV
Orbital gap: 0.233 Eh
Total charge: -1